A.
Formula: H19O10
Source: the OMol25 dataset
Level of theory: ωB97M-V with the def2-TZVPD basis set

Results
molar mass	179.1	g mol⁻¹
highest occupied orbital energy	-6.56	eV
charge	-1

Last column: Löwdin charge in e.
Atoms and positions in Å:
O 1.703 0.595 0.165  -0.13
H 0.818 0.848 0.084  -0.04
H -2.200 -2.301 -2.133  -0.02
O 1.746 -2.294 -1.095  -0.08
H 1.698 -1.881 -1.940  -0.03
H -0.748 3.344 -0.326  0.02
O -1.778 -2.847 -2.788  -0.13
H 1.309 -1.628 -0.490  0.01
H -1.362 -2.045 -3.356  0.10
O -2.874 -0.332 2.794  -0.05
H 3.329 -0.634 2.219  0.04
H 1.572 0.067 -0.848  0.12
O 2.604 -1.294 2.372  -0.08
H -1.971 0.834 -0.648  0.03
H -2.281 -0.048 2.172  -0.04
O 1.013 -0.294 -2.641  -0.26
H 1.192 0.622 -2.820  0.00
H -0.111 -0.600 -2.338  0.06
O 2.752 1.744 2.912  -0.12
H 2.881 0.879 2.516  -0.05
H 1.763 1.955 2.562  0.12
O -2.676 1.569 -0.434  -0.15
H -3.415 1.344 -1.024  0.04
H 2.220 -1.511 1.507  0.02
O -1.098 -0.432 -1.418  -0.29
H -0.776 -0.980 -0.759  -0.07
O -1.176 3.498 0.537  -0.15
H -3.511 -0.888 2.225  0.09
H -2.144 3.307 0.184  0.06

B.
Formula: H19O10
Source: the OMol25 dataset
Level of theory: ωB97M-V with the def2-TZVPD basis set

Results
molar mass	179.1	g mol⁻¹
highest occupied orbital energy	-5.99	eV
charge	-1

Last column: Löwdin charge in e.
Atoms and positions in Å:
O -1.177 2.846 -2.245  -0.09
H -0.999 2.553 -1.314  0.06
H 1.449 -1.975 2.604  -0.09
O -0.144 -0.938 2.791  -0.22
H -1.077 -0.508 2.981  0.07
H -0.405 1.548 1.684  -0.01
O -3.574 2.228 -1.355  -0.06
H 0.139 -0.709 1.780  0.01
H -2.763 2.412 -1.765  -0.07
O 1.229 2.411 0.662  -0.19
H 1.018 -3.402 0.592  0.03
H -0.384 2.438 -2.745  0.10
O 0.149 -3.246 0.266  -0.02
H 2.834 -2.078 2.759  0.03
H 0.708 1.427 0.427  0.01
O 0.494 -0.569 -4.087  -0.10
H 1.036 0.189 -3.891  0.00
H 0.432 -0.752 -3.067  0.03
O 0.590 -1.777 -1.678  -0.09
H 0.884 -2.221 -0.914  -0.03
H 0.175 -0.882 -1.532  0.05
O 0.556 -0.007 0.463  -0.38
H 1.252 -0.406 -0.217  0.04
H -0.380 -3.536 0.995  0.06
O 2.044 -2.597 2.855  -0.02
H -3.314 1.738 -0.546  0.04
O -1.247 1.636 2.103  0.05
H 2.060 2.238 0.962  -0.07
H -1.584 1.939 1.430  -0.13

The relative energies come out as A 0.0000; B 0.0467, with values in hartree.

A.
Formula: C5H6ClF
Source: the OMol25 dataset
Level of theory: ωB97M-V with the def2-TZVPD basis set

Results
molar mass	120.6	g mol⁻¹
highest occupied orbital energy	-8.92	eV
SMILES	CC(/C=C\Cl)=C\F
charge	0

Last column: Löwdin charge in e.
Atoms and positions in Å:
C 1.140 0.017 -0.812  -0.10
C -0.161 -0.700 -0.480  -0.32
C -0.570 -1.515 -1.448  -0.09
C -0.739 -0.656 0.829  -0.16
C -0.509 0.305 1.762  -0.46
H 0.738 1.006 -1.237  0.09
H 1.894 -0.392 -1.688  0.13
H 1.894 0.336 -0.103  0.05
H -1.389 -2.220 -1.380  0.12
H -1.133 -1.631 1.380  0.16
H -0.814 0.129 2.747  0.03
F 0.300 -1.730 -2.484  -0.02
Cl 0.067 1.979 1.385  0.56

B.
Formula: C5H6ClF
Source: the OMol25 dataset
Level of theory: ωB97M-V with the def2-TZVPD basis set

Results
molar mass	120.6	g mol⁻¹
highest occupied orbital energy	-8.89	eV
SMILES	C=C/C(=C\Cl)CF
charge	0

Last column: Löwdin charge in e.
Atoms and positions in Å:
C -1.806 -0.896 0.191  -0.15
C -0.482 -0.301 0.023  -0.35
C 0.643 -1.163 0.056  -0.42
C -0.477 1.153 0.322  -0.17
C 0.517 1.962 -0.088  -0.05
H -2.052 -0.840 1.241  0.13
H -1.912 -1.838 -0.373  0.13
H 0.483 -2.336 0.186  0.12
H -1.655 1.427 0.541  0.17
H 0.230 2.935 0.378  0.06
H 1.564 1.771 -0.618  0.05
F -2.782 0.032 -0.364  -0.12
Cl 2.236 -0.349 -0.065  0.59

The relative energies come out as A 0.0000; B 0.0374, with values in hartree.

A.
Formula: C3H7N4O2S2
Source: the OMol25 dataset
Level of theory: ωB97M-V with the def2-TZVPD basis set

Results
molar mass	195.2	g mol⁻¹
highest occupied orbital energy	-13.70	eV
charge	+1

Last column: Löwdin charge in e.
Atoms and positions in Å:
C 2.074 -1.039 0.190  -0.58
C -0.142 -0.208 0.125  -0.47
C 0.351 1.514 -1.509  0.01
N 1.929 -0.055 -0.561  0.12
N 0.698 0.434 -0.673  -0.20
N 3.189 -1.611 0.619  0.13
N -2.786 -0.145 1.662  -0.04
O -2.312 1.500 -0.310  -0.27
O -2.642 -0.964 -0.665  -0.26
S 0.478 -1.437 1.072  1.14
S -2.307 0.159 0.140  0.66
H 0.904 2.476 -1.214  0.16
H 0.356 1.175 -2.486  0.09
H -0.639 1.816 -1.370  0.04
H 3.994 -1.025 0.457  0.13
H 3.385 -2.569 0.637  0.10
H -2.808 0.596 2.325  0.09
H -3.721 -0.618 1.560  0.13

B.
Formula: C3H7N4O2S2
Source: the OMol25 dataset
Level of theory: ωB97M-V with the def2-TZVPD basis set

Results
molar mass	195.2	g mol⁻¹
highest occupied orbital energy (spin up / spin down)	-13.71 / -13.84	eV
charge	+1

Last column: Löwdin charge in e.
Atoms and positions in Å:
C -2.485 0.323 0.007  -0.82
C 0.472 0.539 0.094  0.07
C 0.370 -1.827 -0.020  0.03
N -1.575 -0.634 0.030  0.06
N -0.266 -0.499 0.040  -0.21
N -3.746 -0.099 -0.004  0.13
N 2.733 2.046 0.041  -0.02
O 2.629 -0.189 1.186  -0.23
O 2.475 -0.078 -1.299  -0.23
S -2.195 2.026 -0.009  0.88
S 2.279 0.502 -0.012  0.56
H -0.404 -2.575 0.145  0.11
H 0.821 -1.962 -1.004  0.11
H 1.148 -1.899 0.740  0.10
H -3.934 -1.090 0.011  0.13
H -4.516 0.550 -0.024  0.12
H 3.165 2.373 0.888  0.10
H 3.029 2.492 -0.811  0.10

The relative energies come out as A 0.0000; B 0.1144, with values in hartree.

A.
Formula: CH4Cl2OP
Source: the OMol25 dataset
Level of theory: ωB97M-V with the def2-TZVPD basis set

Results
molar mass	133.9	g mol⁻¹
highest occupied orbital energy	-16.54	eV
charge	+1

Last column: Löwdin charge in e.
Atoms and positions in Å:
C 0.044 0.577 1.056  -0.20
O -1.198 -1.374 -0.916  -0.24
P 0.212 0.025 -0.743  0.09
Cl 1.959 -0.774 -1.021  0.51
Cl -0.332 1.409 -1.872  0.60
H 0.765 0.112 1.752  0.07
H -0.997 0.554 1.427  0.08
H 0.400 1.676 0.930  0.08
H -0.853 -2.204 -0.613  0.02

B.
Formula: CH4Cl2OP
Source: the OMol25 dataset
Level of theory: ωB97M-V with the def2-TZVPD basis set

Results
molar mass	133.9	g mol⁻¹
highest occupied orbital energy (spin up / spin down)	-13.56 / -13.41	eV
charge	+1

Last column: Löwdin charge in e.
Atoms and positions in Å:
C 0.697 2.235 0.025  0.58
O -0.286 -2.463 -0.832  -0.39
P -0.731 -1.112 -0.062  0.00
Cl -2.611 -1.635 0.282  0.32
Cl 0.216 -1.124 1.720  0.23
H 0.857 3.132 -0.486  0.07
H 0.342 1.167 -0.134  -0.01
H 1.118 2.280 1.031  0.09
H 0.397 -2.480 -1.544  0.10

The relative energies come out as A 0.0000; B 0.1018, with values in hartree.

A.
Formula: C2H7OS
Source: the OMol25 dataset
Level of theory: ωB97M-V with the def2-TZVPD basis set

Results
molar mass	79.1	g mol⁻¹
highest occupied orbital energy	-2.66	eV
charge	-1

Last column: Löwdin charge in e.
Atoms and positions in Å:
O -0.501 0.521 -2.153  -0.59
H -0.043 0.094 -2.883  -0.19
C 0.427 -1.331 0.416  -0.47
S 1.190 0.161 1.056  0.66
C -0.227 1.223 0.776  -0.47
H -0.145 -1.043 -0.479  0.01
H -0.225 -1.785 1.160  0.02
H 1.202 -2.032 0.103  0.02
H -0.055 2.293 0.886  0.02
H -0.536 0.988 -0.261  -0.03
H -1.088 0.911 1.378  0.02

B.
Formula: C2H7OS
Source: the OMol25 dataset
Level of theory: ωB97M-V with the def2-TZVPD basis set

Results
molar mass	79.1	g mol⁻¹
highest occupied orbital energy	-2.53	eV
charge	-1

Last column: Löwdin charge in e.
Atoms and positions in Å:
C -0.399 -0.818 -1.020  -0.29
C -1.284 -0.248 0.039  -0.70
S -0.582 1.551 0.302  0.05
H 0.553 -1.186 -0.506  0.08
H -0.102 -0.196 -1.837  0.02
H -1.002 -1.549 -1.570  0.04
H -1.320 -0.478 1.122  0.01
H -2.338 -0.077 -0.229  0.02
H 1.850 0.468 0.752  0.00
H 1.985 1.583 1.712  0.02
O 2.639 0.949 1.234  -0.24

C.
Formula: C2H7OS
Source: the OMol25 dataset
Level of theory: ωB97M-V with the def2-TZVPD basis set

Results
molar mass	79.1	g mol⁻¹
highest occupied orbital energy	-2.11	eV
charge	-1

Last column: Löwdin charge in e.
Atoms and positions in Å:
O 2.672 -1.338 -0.997  -0.27
H 2.431 -2.117 -1.487  -0.05
C 0.358 -0.439 0.196  -0.73
S -0.110 1.045 -0.431  0.57
C -1.739 1.399 0.400  -0.46
H 1.018 -0.485 1.143  0.01
H -0.248 -1.272 -0.245  -0.02
H 1.715 -0.965 -0.529  -0.03
H -2.522 1.349 -0.264  -0.05
H -1.595 2.259 1.073  0.00
H -1.980 0.565 1.142  0.03

The relative energies come out as A 0.0194; B 0.0000; C 0.0518, with values in hartree.

A.
Formula: C3H13NO2S
Source: the OMol25 dataset
Level of theory: ωB97M-V with the def2-TZVPD basis set

Results
molar mass	127.2	g mol⁻¹
highest occupied orbital energy	-9.26	eV
SMILES	NCCCS.O.O
charge	0

Last column: Löwdin charge in e.
Atoms and positions in Å:
C 2.734 0.258 -1.950  -0.30
C 1.176 -0.031 -2.017  -0.26
C 0.664 -0.800 -0.755  -0.55
S -0.544 -2.186 -1.208  0.63
N 3.186 0.822 -0.645  -0.05
H 2.949 0.999 -2.744  0.10
H 3.324 -0.669 -2.285  0.11
H 0.779 0.966 -2.036  0.10
H 1.022 -0.736 -2.786  0.05
H 0.147 -0.030 -0.070  0.09
H 1.527 -1.364 -0.360  0.06
H 0.008 -2.509 -2.414  -0.15
H 2.282 0.807 0.047  0.11
H 3.576 1.794 -0.713  0.07
H -3.524 -1.504 2.416  0.06
H -2.999 -0.273 2.943  0.05
O -3.859 -0.750 2.931  -0.07
H -3.951 0.924 3.827  0.03
H -4.656 2.360 3.964  0.00
O -3.844 1.923 3.855  -0.07

B.
Formula: C3H13NO2S
Source: the OMol25 dataset
Level of theory: ωB97M-V with the def2-TZVPD basis set

Results
molar mass	127.2	g mol⁻¹
highest occupied orbital energy	-9.15	eV
SMILES	C[C@H](N)CS.O.O
charge	0

Last column: Löwdin charge in e.
Atoms and positions in Å:
C -0.046 -0.213 -2.175  -0.09
C 0.808 -0.856 -1.086  -0.46
C -0.065 -1.212 0.163  -0.50
S 0.975 -1.202 1.702  0.67
N 1.364 -2.291 -1.381  -0.01
H -0.358 0.753 -1.985  0.04
H 0.516 -0.149 -3.112  0.08
H -0.902 -0.788 -2.553  0.09
H 1.597 -0.061 -0.903  0.13
H -0.449 -2.126 -0.002  0.02
H -0.925 -0.498 0.263  0.08
H 0.323 -0.301 2.503  -0.15
H 1.823 -2.606 -0.499  0.04
H 2.046 -2.464 -2.211  0.10
H -2.490 2.366 1.194  -0.04
H -2.179 1.494 -0.030  0.06
O -2.877 1.747 0.661  -0.05
H -0.152 4.779 0.231  0.08
H -0.174 3.443 0.967  0.03
O -0.624 3.891 0.234  -0.09

C.
Formula: C3H13NO2S
Source: the OMol25 dataset
Level of theory: ωB97M-V with the def2-TZVPD basis set

Results
molar mass	127.2	g mol⁻¹
highest occupied orbital energy	-9.45	eV
SMILES	C[C@@H](N)CS.O.O
charge	0

Last column: Löwdin charge in e.
Atoms and positions in Å:
C -1.605 -2.207 -1.118  -0.08
C -0.486 -1.305 -0.606  -0.54
C 0.861 -2.020 -0.678  -0.52
S 2.151 -1.206 0.352  0.69
N -0.886 -0.758 0.704  0.01
H -1.576 -2.457 -2.183  0.08
H -2.579 -1.806 -0.864  0.07
H -1.590 -3.155 -0.590  0.07
H -0.464 -0.442 -1.276  0.13
H 0.749 -3.002 -0.228  0.06
H 1.148 -2.186 -1.722  0.08
H 2.877 -2.322 0.480  -0.15
H -0.451 -1.334 1.423  0.06
H -0.379 0.115 0.810  0.04
H 0.979 5.494 0.261  0.03
H 0.317 4.638 -0.834  0.03
O 0.354 5.524 -0.467  -0.06
H 0.674 2.223 2.135  0.02
H -0.523 3.048 2.269  0.04
O 0.431 3.159 2.135  -0.06

The relative energies come out as A 0.0479; B 0.0367; C 0.0000, with values in hartree.